(1)
# C12H32BrN2O4

A cluster of 3 separate species, C12H32BrN2O4 in total (ωB97M-V/def2-TZVPD, OMol25).

Each line ends with the Mulliken spin population.
Positions of all 51 atoms, in Å:
Br  -13.13  9.94  -3.23  1.0072
C  -9.99  5.98  -3.52  -0.0001
O  -10.96  6.09  -2.47  0.0004
C  -10.59  6.93  -1.37  0.0016
C  -11.77  7.00  -0.36  -0.0016
N  -13.08  6.94  -1.13  0.0046
H  -13.00  7.66  -1.84  -0.0112
H  -13.03  6.07  -1.64  -0.0011
C  -14.50  7.22  -0.52  -0.0002
C  -15.47  6.98  -1.65  -0.0232
O  -15.35  5.76  -2.35  0.0009
C  -16.22  4.72  -1.91  0.0003
H  -10.54  5.49  -4.33  0.0000
H  -9.19  5.34  -3.15  0.0000
H  -9.57  6.96  -3.79  -0.0003
H  -10.51  7.92  -1.84  -0.0003
H  -9.63  6.67  -0.93  0.0007
H  -11.73  7.99  0.10  0.0001
H  -11.72  6.11  0.26  -0.0002
H  -14.64  8.18  -0.03  0.0010
H  -14.49  6.51  0.32  -0.0005
H  -15.18  7.75  -2.36  0.0230
H  -16.46  7.19  -1.23  0.0009
H  -16.32  4.78  -0.83  0.0000
H  -15.86  3.71  -2.13  0.0000
H  -17.14  4.96  -2.45  0.0000
C  -15.42  13.59  -6.11  0.0001
O  -15.92  13.28  -4.83  0.0000
C  -16.13  14.47  -4.09  0.0001
C  -15.95  14.05  -2.61  0.0000
N  -14.74  13.19  -2.32  0.0079
H  -14.55  12.32  -2.80  -0.0133
H  -14.08  13.83  -2.75  -0.0002
C  -14.48  12.87  -0.88  0.0055
C  -15.20  11.57  -0.40  0.0160
O  -16.61  11.59  -0.71  -0.0003
C  -17.22  10.30  -0.69  -0.0006
H  -14.35  13.54  -5.95  -0.0002
H  -15.55  14.63  -6.42  0.0000
H  -15.73  12.89  -6.89  0.0000
H  -17.11  14.88  -4.34  0.0000
H  -15.34  15.20  -4.25  0.0001
H  -16.82  13.55  -2.18  0.0001
H  -15.87  14.94  -1.99  -0.0002
H  -14.58  13.64  -0.11  -0.0001
H  -13.41  12.69  -0.90  -0.0031
H  -15.12  11.33  0.66  -0.0003
H  -14.68  10.68  -0.75  -0.0139
H  -16.81  9.52  -0.05  0.0000
H  -17.30  9.91  -1.71  0.0004
H  -18.20  10.46  -0.23  0.0000

Results
Net charge ... +2
HOMO (spin up / spin down) ... -15.43 / -15.43 eV
2S+1 ... 2
E ... -3460.16374 a.u.
LUMO energy (spin up / spin down) ... -5.2 / -10.5 eV

=====

(2)
# C2H3NS2

An isolated molecule of C2H3NS2 (ωB97M-V/def2-TZVPD, OMol25).

Each line ends with the natural charge from an NBO analysis.
Positions of all 8 atoms, in Å:
S  2.57  -0.38  -0.18  -0.0884
C  1.46  0.52  0.65  -0.0829
N  0.18  0.80  0.19  -0.4588
C  -0.79  0.17  -0.32  0.0624
S  -1.40  -1.43  0.16  0.0532
H  1.71  1.09  1.47  0.1904
H  -1.40  0.46  -1.14  0.1911
H  -2.33  -1.23  -0.84  0.1330

Results
HOMO ... -8.67 eV
2S+1 ... 1
SMILES string ... S=C/N=C\S
E ... -929.07399 a.u.
LUMO energy ... -0.2 eV

=====

(3)
# C9H36O9

A cluster of 9 separate species, C9H36O9 in total (ωB97M-V/def2-TZVPD, OMol25).

Each line ends with the natural charge from an NBO analysis.
Positions of all 54 atoms, in Å:
C  -2.00  1.84  2.40  -0.2462
O  -2.60  2.02  1.07  -0.7957
H  -1.32  2.65  2.64  0.1490
H  -2.77  1.89  3.18  0.1834
H  -1.40  0.93  2.40  0.1800
H  -2.23  1.62  0.28  0.5015
C  3.61  -0.86  -1.21  -0.2538
O  3.28  0.50  -0.88  -0.7579
H  4.02  -0.96  -2.21  0.1772
H  4.42  -1.17  -0.56  0.1668
H  2.72  -1.49  -1.12  0.1504
H  3.26  0.58  0.08  0.4903
C  2.52  -0.50  2.36  -0.2825
O  3.38  0.47  1.78  -0.7324
H  1.50  -0.15  2.25  0.1922
H  2.43  -1.46  1.85  0.1894
H  2.91  -0.84  3.32  0.1789
H  3.23  1.26  2.30  0.4836
C  -2.93  -1.46  -3.33  -0.2566
O  -3.40  -2.67  -2.71  -0.7399
H  -2.48  -0.77  -2.62  0.2031
H  -2.24  -1.69  -4.14  0.1598
H  -3.80  -1.06  -3.85  0.1670
H  -3.78  -3.22  -3.40  0.4665
C  -0.19  -2.59  3.99  -0.2490
O  -1.02  -1.61  3.26  -0.7633
H  0.87  -2.32  4.05  0.1645
H  -0.60  -2.59  4.99  0.1776
H  -0.36  -3.58  3.57  0.1803
H  -1.38  -1.95  2.44  0.4910
C  0.64  3.56  0.76  -0.2517
O  1.90  4.09  0.33  -0.7226
H  0.33  4.15  1.62  0.1571
H  -0.12  3.81  0.01  0.1688
H  0.69  2.55  1.15  0.1856
H  1.81  5.04  0.46  0.4599
C  -0.30  0.10  -0.28  -0.2607
O  -1.13  0.98  -0.87  -0.7466
H  -0.89  -0.29  0.56  0.1904
H  0.14  -0.60  -0.99  0.1583
H  0.67  0.55  -0.08  0.1770
H  -0.58  1.47  -1.50  0.4975
C  -0.61  -3.92  -0.54  -0.2512
O  -1.34  -3.13  0.47  -0.7739
H  0.18  -3.25  -0.88  0.1690
H  -0.14  -4.75  -0.02  0.1830
H  -1.31  -4.13  -1.34  0.1946
H  -2.17  -2.82  0.11  0.4802
C  -0.38  2.38  -3.78  -0.2652
O  0.47  2.85  -2.73  -0.7274
H  -1.40  2.72  -3.62  0.1732
H  0.06  2.74  -4.71  0.1788
H  -0.42  1.29  -3.78  0.1792
H  0.23  3.76  -2.56  0.4717

Results
HOMO ... -9.40 eV
2S+1 ... 1
SMILES string ... CO.CO.CO.CO.CO.CO.CO.CO.CO
E ... -1041.43578 a.u.
LUMO energy ... 0.6 eV

=====

(4)
# C30H50Cl10O15

A cluster of 10 separate species, C30H50Cl10O15 in total (ωB97M-V/def2-TZVPD, OMol25).

Each line ends with the Mulliken charge.
Positions of all 105 atoms, in Å:
C  -22.37  11.19  8.05  -1.3320
C  -22.30  11.33  9.57  0.3477
C  -23.67  11.30  10.39  -0.3259
O  -23.64  10.04  10.96  -0.3331
C  -22.45  9.46  10.78  0.6678
O  -22.05  8.40  11.31  -0.6110
O  -21.68  10.13  9.96  -0.2943
H  -22.98  10.34  7.77  0.3405
H  -21.34  11.10  7.70  0.3309
H  -22.70  12.11  7.56  0.3813
H  -21.70  12.21  9.79  0.2857
H  -24.53  11.33  9.71  0.2605
H  -23.72  12.03  11.20  0.2821
C  -15.75  7.31  5.57  -1.3123
C  -16.91  7.29  6.56  0.3604
C  -17.49  5.87  6.79  -0.3378
O  -17.16  5.64  8.15  -0.3260
C  -16.60  6.67  8.72  0.6600
O  -16.31  6.69  9.90  -0.5884
O  -16.49  7.72  7.87  -0.3368
H  -16.04  6.70  4.72  0.3586
H  -14.94  6.80  6.07  0.3324
H  -15.54  8.32  5.22  0.3349
H  -17.66  7.98  6.16  0.2835
H  -17.00  5.14  6.15  0.2862
H  -18.56  5.93  6.57  0.2840
C  -21.03  17.13  15.32  -1.3434
C  -19.73  17.86  14.93  0.3281
C  -19.71  18.66  13.62  -0.3431
O  -19.13  19.88  14.09  -0.3422
C  -18.98  19.91  15.41  0.6723
O  -18.55  20.86  15.97  -0.5538
O  -19.53  18.84  15.94  -0.3475
H  -20.93  16.57  16.25  0.3412
H  -21.16  16.49  14.45  0.3787
H  -21.81  17.89  15.41  0.3413
H  -18.92  17.13  14.89  0.2917
H  -20.74  18.87  13.32  0.2734
H  -19.22  18.10  12.83  0.3029
C  -5.64  19.81  10.72  -1.5235
C  -7.19  19.89  10.79  0.4907
C  -7.76  21.10  10.07  -0.3730
O  -8.71  20.55  9.15  -0.3341
C  -8.63  19.19  9.24  0.6785
O  -9.41  18.41  8.72  -0.5578
O  -7.58  18.85  9.97  -0.3357
H  -5.13  20.73  11.03  0.4095
H  -5.27  19.51  9.74  0.3789
H  -5.29  19.05  11.42  0.3673
H  -7.37  19.79  11.86  0.2296
H  -6.91  21.59  9.60  0.2892
H  -8.33  21.71  10.77  0.2796
C  -20.61  7.27  17.69  -1.3966
C  -19.93  8.65  17.86  0.4887
C  -18.46  8.64  17.70  -0.3401
O  -18.23  9.40  16.54  -0.3171
C  -19.32  10.04  16.15  0.7078
O  -19.41  10.99  15.35  -0.6044
O  -20.32  9.62  16.97  -0.3638
H  -21.69  7.37  17.78  0.3662
H  -20.28  6.62  18.50  0.3807
H  -20.46  6.77  16.74  0.3341
H  -20.13  9.05  18.85  0.2029
H  -18.09  7.62  17.57  0.2717
H  -17.96  9.08  18.57  0.2696
Cl  -17.14  15.02  8.22  -0.2066
C  -16.40  13.90  9.46  -0.4542
C  -14.83  13.92  9.31  -0.3677
Cl  -14.32  12.86  7.96  -0.1805
H  -16.82  12.89  9.42  0.3370
H  -16.78  14.35  10.38  0.2691
H  -14.39  13.55  10.24  0.2776
H  -14.45  14.93  9.13  0.3260
Cl  -19.88  17.28  1.27  -0.1838
C  -21.12  16.66  2.36  -0.4165
C  -22.26  17.64  2.58  -0.4092
Cl  -21.83  19.12  3.51  -0.1736
H  -20.63  16.40  3.29  0.2862
H  -21.43  15.69  1.97  0.3010
H  -22.94  17.08  3.21  0.2532
H  -22.89  17.95  1.75  0.3429
Cl  -8.22  10.10  6.54  -0.1868
C  -8.44  10.68  4.83  -0.4969
C  -9.45  9.77  4.04  -0.3441
Cl  -8.59  8.32  3.62  -0.1667
H  -7.46  10.67  4.35  0.3306
H  -8.79  11.71  4.87  0.3045
H  -9.72  10.35  3.16  0.2634
H  -10.32  9.51  4.65  0.2961
Cl  -11.19  10.94  13.37  -0.1915
C  -12.10  9.53  12.66  -0.4506
C  -11.54  8.17  13.11  -0.3925
Cl  -11.89  7.94  14.87  -0.1909
H  -12.19  9.62  11.58  0.3216
H  -13.13  9.65  13.00  0.2952
H  -10.46  8.17  12.97  0.2948
H  -11.96  7.30  12.60  0.3144
Cl  -13.35  18.37  13.76  -0.1750
C  -12.04  18.66  14.95  -0.3928
C  -12.07  20.15  15.38  -0.4694
Cl  -12.03  21.31  13.97  -0.1825
H  -11.11  18.44  14.42  0.2744
H  -12.17  18.03  15.83  0.3078
H  -11.35  20.41  16.15  0.3467
H  -13.05  20.25  15.83  0.2919

Results
HOMO ... -10.55 eV
2S+1 ... 1
SMILES string ... C[C@H]1COC(=O)O1.C[C@H]1COC(=O)O1.C[C@H]1COC(=O)O1.C[C@H]1COC(=O)O1.C[C@H]1COC(=O)O1.ClCCCl.ClCCCl.ClCCCl.ClCCCl.ClCCCl
E ... -6903.61357 a.u.
LUMO energy ... 0.0 eV

=====

Among the records above, which one has the highest E? C2H3NS2

=====

What did the first record say?
# C12H32BrN2O4

A cluster of 3 separate species, C12H32BrN2O4 in total (ωB97M-V/def2-TZVPD, OMol25).

Each line ends with the Mulliken spin population.
Positions of all 51 atoms, in Å:
Br  -13.13  9.94  -3.23  1.0072
C  -9.99  5.98  -3.52  -0.0001
O  -10.96  6.09  -2.47  0.0004
C  -10.59  6.93  -1.37  0.0016
C  -11.77  7.00  -0.36  -0.0016
N  -13.08  6.94  -1.13  0.0046
H  -13.00  7.66  -1.84  -0.0112
H  -13.03  6.07  -1.64  -0.0011
C  -14.50  7.22  -0.52  -0.0002
C  -15.47  6.98  -1.65  -0.0232
O  -15.35  5.76  -2.35  0.0009
C  -16.22  4.72  -1.91  0.0003
H  -10.54  5.49  -4.33  0.0000
H  -9.19  5.34  -3.15  0.0000
H  -9.57  6.96  -3.79  -0.0003
H  -10.51  7.92  -1.84  -0.0003
H  -9.63  6.67  -0.93  0.0007
H  -11.73  7.99  0.10  0.0001
H  -11.72  6.11  0.26  -0.0002
H  -14.64  8.18  -0.03  0.0010
H  -14.49  6.51  0.32  -0.0005
H  -15.18  7.75  -2.36  0.0230
H  -16.46  7.19  -1.23  0.0009
H  -16.32  4.78  -0.83  0.0000
H  -15.86  3.71  -2.13  0.0000
H  -17.14  4.96  -2.45  0.0000
C  -15.42  13.59  -6.11  0.0001
O  -15.92  13.28  -4.83  0.0000
C  -16.13  14.47  -4.09  0.0001
C  -15.95  14.05  -2.61  0.0000
N  -14.74  13.19  -2.32  0.0079
H  -14.55  12.32  -2.80  -0.0133
H  -14.08  13.83  -2.75  -0.0002
C  -14.48  12.87  -0.88  0.0055
C  -15.20  11.57  -0.40  0.0160
O  -16.61  11.59  -0.71  -0.0003
C  -17.22  10.30  -0.69  -0.0006
H  -14.35  13.54  -5.95  -0.0002
H  -15.55  14.63  -6.42  0.0000
H  -15.73  12.89  -6.89  0.0000
H  -17.11  14.88  -4.34  0.0000
H  -15.34  15.20  -4.25  0.0001
H  -16.82  13.55  -2.18  0.0001
H  -15.87  14.94  -1.99  -0.0002
H  -14.58  13.64  -0.11  -0.0001
H  -13.41  12.69  -0.90  -0.0031
H  -15.12  11.33  0.66  -0.0003
H  -14.68  10.68  -0.75  -0.0139
H  -16.81  9.52  -0.05  0.0000
H  -17.30  9.91  -1.71  0.0004
H  -18.20  10.46  -0.23  0.0000

Results
Net charge ... +2
HOMO (spin up / spin down) ... -15.43 / -15.43 eV
2S+1 ... 2
E ... -3460.16374 a.u.
LUMO energy (spin up / spin down) ... -5.2 / -10.5 eV